# 1
# C36H37F3P2Pd

A molecular structure, C36H37F3P2Pd at a distorted geometry (the ωB97M-V functional and the def2-TZVPD basis, the OMol25 dataset).

LUMO (spin up / spin down) (eV): 0.2167 / -1.0192
Largest force on an atom (eV/A): 3.2
Energy (eV): -68136.349
Spin multiplicity: 3

The geometry in XYZ format:
```
79
Properties=species:S:1:pos:R:3:mulliken_charge:R:1
Pd 0.18391 -0.30365 5.25885 0.0921
C -2.34631 -0.05930 6.70108 0.0053
C -2.08390 -0.38677 5.37855 -0.7601
C -2.53235 0.53805 4.23648 -0.7214
C -1.40989 1.38482 3.64048 -0.4434
C -0.34321 1.80891 4.62995 -0.7609
C -0.58974 2.25126 5.91665 -0.1593
C -1.92941 2.45886 6.50510 -0.7389
C -2.55044 1.26455 7.29641 -0.8122
C 2.13021 0.08366 5.01483 -1.1907
H -2.34803 -0.86921 7.43251 0.4567
H -2.24636 -1.45529 5.17447 0.5287
H -3.39068 1.16371 4.51527 0.4414
H -2.95718 -0.10828 3.44760 0.3285
H -0.91209 0.76921 2.87905 0.0593
H -1.81542 2.24760 3.09773 0.3422
H 0.59741 2.15680 4.18145 0.7404
H 0.26271 2.52224 6.53007 0.4435
H -2.65156 2.79812 5.74638 0.3035
H -1.84994 3.28955 7.22433 0.3987
H -2.15006 1.26875 8.32359 0.4413
H -3.63116 1.43537 7.46661 0.3495
H 2.65796 -0.70752 5.57448 0.3165
H 2.36532 1.05535 5.47946 0.3395
H 2.45589 0.07193 3.97032 0.2698
P 0.00479 -2.10889 -3.10921 0.0540
P 1.88949 0.37607 -3.36458 -0.0113
C -0.66062 -0.54800 -3.76620 -0.6029
C 0.19899 0.48131 -3.99717 -0.6306
C -0.77537 -3.32029 -4.28307 0.2369
C -1.95848 -3.07309 -5.00566 0.1671
C -2.51085 -4.07220 -5.82272 -0.6018
C -1.88840 -5.32072 -5.92900 -0.4526
C -0.68115 -5.55712 -5.26538 -0.5257
C -0.10853 -4.56217 -4.47375 -0.3709
C -0.90962 -2.30503 -1.53440 0.5210
C -0.57979 -1.44531 -0.46211 -0.7836
C -1.33171 -1.49167 0.71182 0.0909
C -2.41669 -2.36872 0.82152 -0.5404
C -2.71686 -3.23589 -0.23003 -0.6054
C -1.96681 -3.21348 -1.40520 -0.4953
C 2.68720 1.05465 -4.92411 0.2877
C 2.61939 0.26858 -6.10164 -0.3583
C 2.96172 0.82920 -7.33655 -0.5774
C 3.38123 2.16465 -7.40867 -0.4233
C 3.50791 2.92265 -6.24295 -0.5628
C 3.17622 2.36883 -5.00233 -0.2969
C 2.00394 1.82216 -2.23742 0.3479
C 3.16009 1.90200 -1.42097 -0.5061
C 3.38084 3.03227 -0.63746 -0.5565
C 2.44748 4.07360 -0.61806 -0.5178
C 1.27538 3.95302 -1.36285 -0.6208
C 1.02787 2.82085 -2.15265 -0.0069
H -1.74036 -0.47051 -3.91775 0.5426
H -0.08041 1.38179 -4.55942 0.8009
H -2.46338 -2.10752 -4.94551 0.1692
H -3.43849 -3.87375 -6.37181 0.3699
H -2.35537 -6.11173 -6.52485 0.3537
H -0.19168 -6.52789 -5.36084 0.3741
H 0.85215 -4.73390 -3.98315 0.3647
H 0.24485 -0.73990 -0.58309 0.4228
H -1.07009 -0.84349 1.54875 0.2169
H -3.03023 -2.36702 1.72683 0.3761
H -3.54470 -3.94176 -0.14636 0.3646
H -2.21622 -3.88227 -2.23334 0.2826
H 2.25805 -0.76174 -6.04095 0.4001
H 2.90619 0.22861 -8.24303 0.3727
H 3.63096 2.60972 -8.37411 0.3457
H 3.87233 3.95050 -6.27733 0.3696
H 3.26470 2.97082 -4.09428 0.2798
H 3.87657 1.07835 -1.43087 0.3714
H 4.28429 3.10385 -0.04113 0.4177
H 2.63433 4.96614 -0.01244 0.3998
H 0.53039 4.75108 -1.32959 0.3856
H 0.09178 2.72263 -2.70189 0.3903
F 1.66942 -1.36572 7.43589 -0.2675
C 0.74783 -0.34607 7.34323 0.5032
F -0.19691 -0.64225 8.27365 -0.2538
F 1.33064 0.82606 7.78247 -0.2803
```



# 2
# C36H37F4N4O2S2Se2V

A molecular structure, C36H37F4N4O2S2Se2V (the ωB97M-V functional and the def2-TZVPD basis, the OMol25 dataset).

LUMO (spin up / spin down) (eV): -2.3358 / -2.4262
Largest force on an atom (eV/A): 0.9
Energy (eV): -236902.618
Charge: +1
Spin multiplicity: 2
Energy above the lowest of the compared OMol25 structures with the same formula, charge and spin (kJ/mol): 0.0

The geometry in XYZ format:
```
88
Properties=species:S:1:pos:R:3:mulliken_charge:R:1
V -1.57232 -0.37781 0.22256 -0.6095
C -1.88722 2.05311 1.99327 -0.5080
N -2.56525 0.75374 1.83641 0.8073
C -2.67726 0.13057 3.16221 -1.2050
C -3.92524 0.95968 1.28375 -1.1491
C -3.87558 1.44024 -0.15856 -1.1189
N -2.87996 0.62438 -0.83817 1.7593
C -2.68899 0.70627 -2.18462 -0.4202
C -1.81370 -0.22447 -2.76687 0.3926
F -1.24017 -1.14623 -1.92100 -0.2389
C -1.49116 -0.25238 -4.10184 -0.0851
F -0.63122 -1.18565 -4.54026 -0.3666
C -2.02195 0.67455 -4.97517 -0.4343
C -2.87573 1.61791 -4.43330 0.1518
F -3.39553 2.56027 -5.22637 -0.4049
C -3.20728 1.64549 -3.09131 0.4286
F -4.01085 2.63437 -2.65664 -0.4306
H -2.46715 2.71252 2.64996 0.3844
H -1.76778 2.52438 1.02087 0.0304
H -0.89934 1.88326 2.41756 -0.1911
H -3.26446 0.75837 3.84345 0.4003
H -1.68022 -0.00698 3.57876 0.1476
H -3.16769 -0.83905 3.07178 0.3455
H -4.48186 1.66561 1.91265 0.5066
H -4.43760 -0.00294 1.33139 0.3336
H -3.62534 2.50540 -0.19808 0.3614
H -4.87615 1.34332 -0.59189 0.5490
H -1.77803 0.67282 -6.02661 0.5678
Se 0.99013 -3.98548 1.51051 -0.1388
Se -0.48747 -2.21831 1.91332 0.0988
C -2.11465 -2.98390 1.20589 0.5677
C -2.57808 -4.26601 1.39971 -0.7750
C -3.79352 -4.61003 0.82020 -0.4196
C -4.48545 -3.66583 0.07925 -1.0313
C -3.94374 -2.39934 -0.06295 -0.2701
N -2.77598 -2.06535 0.49524 0.8807
C 1.59273 -3.63891 -0.29316 0.4771
C 2.52567 -4.54087 -0.79867 -0.9155
C 2.98526 -4.33877 -2.08563 -0.4371
C 2.49889 -3.25834 -2.81041 -1.1746
C 1.57369 -2.42728 -2.20763 0.0075
N 1.12358 -2.60594 -0.96048 0.2124
H -2.00611 -4.97138 1.98542 0.4864
H -4.19415 -5.60581 0.95437 0.4349
H -5.42975 -3.89958 -0.39065 0.4582
H -4.42752 -1.62273 -0.64168 0.4253
H 2.87464 -5.37407 -0.20255 0.4192
H 3.70866 -5.01683 -2.51900 0.4137
H 2.82323 -3.06828 -3.82377 0.4803
H 1.16036 -1.58243 -2.74339 0.3822
O -0.07169 1.01784 -0.28080 0.3696
S 0.85659 1.03435 -1.48377 0.7437
C 2.35847 1.75226 -0.81066 -1.0718
C 2.99735 0.76908 0.17226 0.3853
C 3.83465 1.47928 1.23797 -1.2449
C 3.02791 2.21673 2.29836 -0.8680
S 2.05277 1.22086 3.46618 -0.0790
O 1.07190 0.41327 2.67198 -0.5357
C 3.34124 0.10422 3.99547 0.6571
C 4.23691 0.52634 4.96708 -0.4853
C 5.24168 -0.33667 5.37974 -0.6042
C 5.32904 -1.61047 4.83416 -0.5110
C 4.41304 -2.02806 3.87721 -0.6900
C 3.41136 -1.16840 3.45188 -0.1536
C 0.26171 2.37397 -2.48652 0.4027
C 0.51293 2.33199 -3.84974 -0.6399
C 0.00405 3.33922 -4.65739 -0.7808
C -0.76189 4.35274 -4.09991 -0.4983
C -1.01912 4.37196 -2.73409 -0.7838
C -0.50615 3.37866 -1.91591 -0.2274
H 2.07346 2.70376 -0.35764 0.4646
H 3.00364 1.95854 -1.66842 0.5590
H 3.63589 0.07913 -0.38246 0.4374
H 2.22106 0.17916 0.66045 -0.2537
H 4.49626 2.20811 0.75880 0.4475
H 4.49038 0.75581 1.72464 0.4543
H 2.28938 2.89783 1.86741 0.4469
H 3.68091 2.81606 2.93803 0.6177
H 4.14601 1.51403 5.40439 0.4357
H 5.94651 -0.01977 6.13654 0.4007
H 6.10736 -2.28489 5.16552 0.3929
H 4.47517 -3.02642 3.46441 0.4528
H 2.67795 -1.47846 2.71747 0.2290
H 1.07842 1.51279 -4.27923 0.4212
H 0.18840 3.31991 -5.72298 0.4380
H -1.17365 5.12591 -4.73460 0.4321
H -1.63055 5.15681 -2.30933 0.4350
H -0.71476 3.35722 -0.85436 0.2179
```



# 3
# C36H37N2O11P3RbTe

A molecular structure, C36H37N2O11P3RbTe at a distorted geometry (the ωB97M-V functional and the def2-TZVPD basis, the OMol25 dataset).

LUMO (eV): 1.8708
Largest force on an atom (eV/A): 2.4
Energy (eV): -99256.567
Charge: -1
Energy above the lowest of the compared OMol25 structures with the same formula, charge and spin (kJ/mol): 0.0

The geometry in XYZ format:
```
91
Properties=species:S:1:pos:R:3:mulliken_charge:R:1
Rb -0.42646 -0.04843 -2.48475 0.4996
O -4.22013 3.06667 -4.61662 -0.5140
C -3.17030 2.81839 -3.77084 0.0075
O -2.06486 2.72895 -4.16883 -0.4413
C -3.62057 2.69186 -2.34264 0.7651
C -4.97266 2.85636 -2.02336 -0.6068
C -5.35620 2.65296 -0.73446 -0.5332
C -4.42225 2.39775 0.25592 -0.8793
C -3.08373 2.30665 -0.16615 0.5263
N -2.68149 2.46128 -1.43360 0.0679
C -2.07958 2.04046 0.91930 0.3815
O -2.43103 1.03817 1.75325 -0.4180
O -1.20098 2.80328 1.16821 -0.5743
H -3.88691 3.05577 -5.51134 0.3557
H -5.69266 3.07957 -2.79744 0.4775
H -6.39738 2.73306 -0.40853 0.3921
H -4.61946 2.16296 1.26598 0.6525
H -2.77848 0.27200 1.22838 0.2557
O 0.65255 0.27601 0.18311 0.3889
P 1.09595 -0.10627 1.55900 0.1882
C -0.27720 -0.86970 2.46978 -1.5478
P -1.46295 -1.69377 1.39179 2.2215
O -2.13574 -0.89416 0.31458 -0.8237
C -2.60531 -2.42491 2.57953 -0.1111
C -2.26954 -2.92008 3.82660 0.0639
C -3.19746 -3.64100 4.57237 -0.5913
C -4.47301 -3.89379 4.02539 -0.4436
C -4.81612 -3.35861 2.77550 -0.8707
C -3.89298 -2.61328 2.06661 -0.7231
C -0.62011 -3.06749 0.64484 0.5425
C -0.83490 -4.36714 1.08552 -0.4542
C -0.28461 -5.44117 0.39206 -0.7222
C 0.43847 -5.19160 -0.74606 -0.6050
C 0.64661 -3.91791 -1.19623 -0.7969
C 0.16657 -2.83851 -0.48296 0.6587
C 1.69878 1.23948 2.60341 0.8706
C 2.51518 2.19011 1.98440 0.1495
C 3.06731 3.22021 2.74527 -0.5841
C 2.83096 3.29482 4.11160 -0.5019
C 1.97299 2.39286 4.71425 -0.6674
C 1.42601 1.33463 3.98209 -0.6423
C 2.48222 -1.27115 1.59871 1.0307
C 3.26804 -1.50052 0.50940 -0.0004
C 4.39449 -2.30227 0.58121 -0.7422
C 4.72495 -2.96740 1.74216 -0.4974
C 3.94304 -2.76258 2.85534 -0.6555
C 2.87904 -1.89286 2.82721 -0.9569
H -0.83056 -0.08269 2.98139 0.8082
H 0.07570 -1.61767 3.17814 0.4510
H -1.27247 -2.66336 4.24143 0.2468
H -2.91669 -4.02697 5.56173 0.3879
H -5.13941 -4.53351 4.62205 0.3504
H -5.77364 -3.55446 2.36182 0.4521
H -4.04867 -2.24829 1.07227 0.6433
H -1.45811 -4.51263 2.00051 0.2473
H -0.45974 -6.44656 0.73543 0.4535
H 0.82936 -6.03436 -1.32760 0.3760
H 1.25673 -3.71545 -2.06729 0.5506
H 0.41927 -1.83289 -0.78277 -0.9125
H 2.74959 2.06428 0.91753 -0.4556
H 3.80255 3.88533 2.29917 0.4004
H 3.28937 4.06906 4.74824 0.3427
H 1.76619 2.46531 5.80692 0.3239
H 0.78307 0.65015 4.50504 0.3995
H 3.02646 -0.99118 -0.41339 0.4439
H 5.07104 -2.38847 -0.28156 0.4536
H 5.55485 -3.63294 1.75409 0.4299
H 4.18679 -3.32009 3.78807 0.3278
H 2.28789 -1.80613 3.73093 0.2851
C 3.43740 1.82774 -6.48807 -1.3595
C 2.80501 1.39910 -5.15908 0.2837
O 3.58778 1.96749 -4.11735 -0.1396
P 3.09685 1.48748 -2.63733 0.0374
O 2.71601 0.04889 -2.64382 -0.7668
Te 4.76253 2.38728 -1.20309 -0.5295
O 1.66721 2.31612 -2.52721 0.3784
C 1.63272 3.72689 -2.60827 -0.5522
C 0.90787 4.29639 -1.40416 -0.4694
H 2.89645 1.36010 -7.30070 0.4003
H 4.52340 1.55327 -6.54059 0.2772
H 3.39402 2.91936 -6.65213 0.3080
H 2.87123 0.31384 -5.03655 0.1834
H 1.76925 1.72753 -5.09260 0.1435
H 1.13402 3.98805 -3.57708 0.1806
H 2.66424 4.09374 -2.62761 0.4536
H -0.11072 3.84479 -1.24583 -0.0517
H 0.78787 5.39397 -1.53359 0.4180
H 1.52830 4.05751 -0.50973 -0.0271
O -2.66158 -0.09774 -4.25937 -0.4401
N -2.75226 -1.35773 -4.41911 0.0824
O -2.08525 -2.11018 -3.69780 -0.4077
```



Look up the energy of the second one. -236902.618 eV